Record 1
27
Properties=species:S:1:pos:R:3:forces:R:3 method="wB97M-V/def2-TZVPD" charge=-1 orbital_gap_ev=5.96 e_above_lowest_kcal_mol=1.8
K 2.403605 -0.130097 0.064117 0.542 -0.066 0.171
Cl -4.634308 1.570125 2.545927 -1.387 1.019 0.181
C -3.184425 1.533126 1.619437 0.328 -0.806 0.716
C -2.889923 2.318116 0.510206 -0.050 0.269 -1.253
C -1.712858 2.097191 -0.194662 -0.936 -0.150 0.902
C -0.772408 1.162850 0.346277 1.087 -0.401 0.706
O 0.447336 1.246436 0.045210 -0.654 -0.197 -0.619
C -1.238094 0.176907 1.361352 0.597 0.503 -1.086
C -0.582523 -1.089132 1.577198 1.100 -0.229 0.224
O 0.482054 -1.473709 1.078162 -0.850 0.055 0.089
C -2.396988 0.484140 2.039779 -0.430 0.130 -0.103
H -3.609755 3.066157 0.137199 0.364 -0.400 0.396
H -1.427956 2.666308 -1.077874 -0.040 0.003 0.346
H -1.080624 -1.814693 2.272252 -0.127 0.548 -0.209
H -2.768786 -0.050575 2.920682 0.422 -0.246 -0.507
S -0.981889 -2.063107 -3.975145 1.799 0.058 0.324
C 0.227092 -3.313913 -3.730901 -1.183 0.123 -0.037
C 1.325764 -2.759141 -3.192627 1.159 -0.992 0.196
N 1.373635 -1.416213 -3.033726 -1.229 1.000 -0.193
C 0.232976 -0.907519 -3.410914 -0.290 -0.799 -0.075
H 0.045201 -4.371135 -3.912977 -0.050 0.442 0.058
H 2.193835 -3.314752 -2.860087 -0.066 -0.156 -0.178
H 0.003386 0.137107 -3.389751 -0.084 0.380 0.104
Cl 4.725118 3.423283 2.500687 -0.108 0.456 0.454
Si 4.832062 1.301074 2.507330 -0.168 -0.947 -1.599
Cl 2.779739 0.675481 3.181268 0.324 0.267 0.364
Cl 6.208735 0.845684 4.071580 -0.068 0.135 0.628

=====

Record 2
22
Properties=species:S:1:pos:R:3:forces:R:3 method="wB97M-V/def2-TZVPD" multiplicity=3 s_squared=2.01 orbital_gap_ev="6.76 / 8.68"
C 1.535352 -1.060622 -1.233216 0.820 0.756 -0.183
C 1.365213 1.403451 -0.980862 0.815 -0.037 -0.826
C -0.476215 1.089538 1.633878 1.543 -2.145 6.019
C -0.976915 1.240155 0.401442 -2.950 -1.541 -8.715
C 1.343784 -0.138787 1.058829 1.038 0.705 -0.027
C -0.841282 -1.106930 0.698901 1.889 1.488 0.159
C -0.024085 -0.314114 1.748849 0.979 0.567 -3.112
C 1.016614 0.079907 -0.449108 -2.140 -0.382 -0.209
C -0.687673 -0.033663 -0.357937 1.250 1.685 -0.161
C -1.383268 -0.272005 -1.690451 -0.462 0.690 0.019
N 2.086230 -1.902411 -1.792945 -0.479 0.124 0.216
N 1.745526 2.372785 -1.480328 -0.469 -0.579 0.590
F -0.959435 0.536967 -2.700082 -0.216 -0.461 0.856
F -1.186231 -1.529613 -2.061721 0.004 -0.381 -0.397
F -2.735480 -0.094558 -1.574606 0.928 -0.005 -0.027
H -0.383598 1.797571 2.353887 0.425 1.821 1.987
H -1.364619 1.968151 -0.216862 -0.850 2.082 -0.275
H 1.913389 0.651428 1.560483 -0.376 0.513 -0.567
H 2.113278 -0.872229 1.034650 0.036 -1.704 0.588
H -0.357205 -1.986722 0.325570 -0.114 -0.914 0.387
H -1.821627 -1.165993 1.040761 -1.845 -0.721 0.200
H 0.078247 -0.662306 2.680867 0.174 -1.562 3.475

=====

Record 3
21
Properties=species:S:1:pos:R:3:forces:R:3 method="wB97M-V/def2-TZVPD" charge=+1 orbital_gap_ev=6.79 e_above_lowest_kcal_mol=92.7
C 0.515909 -2.014998 -1.517279 1.252 1.407 0.498
C 2.656465 0.729855 -1.549162 -1.492 -1.160 1.389
C 2.313596 2.214451 0.018729 -1.843 -4.768 -2.632
C 0.610683 -0.785698 -0.910624 -0.627 -0.394 -0.420
C 1.548256 0.317473 -0.824062 1.353 -0.389 -2.087
C -0.605930 -0.753601 -0.204747 0.078 -1.763 0.281
C -0.770578 0.287503 0.858886 -1.137 0.086 -0.998
C -2.064634 0.115384 1.065518 0.662 1.504 0.346
C 0.326982 1.141659 1.080388 -0.854 -0.615 -0.028
C -3.342326 -0.363049 1.392318 0.138 0.829 2.709
N -1.296567 -1.901098 -0.366162 -0.804 3.418 2.438
N 1.355488 1.256591 0.143803 0.315 1.215 0.782
O 3.128917 1.853933 -0.992363 -0.085 0.548 0.528
O -0.581735 -2.628431 -1.148441 1.035 -1.877 -2.223
H 1.226387 -2.513882 -2.102992 0.481 -0.875 -0.809
H 3.196128 0.169620 -2.291180 0.209 0.573 -0.277
H 2.519022 2.852467 0.757665 1.051 2.807 2.156
H 0.253190 1.847852 1.851788 0.202 0.925 0.624
H -3.326669 -1.378290 1.196142 0.133 -2.669 -0.810
H -4.261666 0.039034 1.017457 -0.107 0.751 -0.540
H -3.400918 -0.486776 2.524321 0.041 0.447 -0.925

=====

Record 4
19
Properties=species:S:1:pos:R:3:forces:R:3 method="wB97M-V/def2-TZVPD" smiles="O=Cc1ccnc2ccccc12" orbital_gap_ev=7.59 e_above_lowest_kcal_mol=125.6
O 3.588979 -1.074863 -0.481171 -7.089 -1.142 5.498
C 2.439916 -1.186019 0.325256 6.973 -0.993 -4.033
C 1.506269 -0.024540 0.218990 -0.123 2.353 -0.516
C 1.894189 1.392733 0.088801 -1.911 -6.774 0.797
C 0.925246 2.368882 0.005124 4.507 -1.170 -0.333
N -0.254735 2.116055 -0.134260 -6.643 -1.848 -0.894
C -0.775625 0.746598 -0.159920 -0.563 6.819 2.971
C -2.224946 0.896274 0.125449 2.144 -5.088 -3.349
C -2.706518 -0.511821 -0.038842 1.143 3.438 -0.043
C -1.919170 -1.701813 -0.204792 0.355 -0.609 1.088
C -0.555064 -1.610148 0.079291 2.109 0.685 -1.260
C 0.104322 -0.301343 0.048139 -1.829 -1.557 0.735
H 2.276479 -2.315453 1.015022 0.358 3.813 -2.118
H 2.840946 1.628076 -0.162136 3.381 0.577 0.057
H 1.412535 3.271958 -0.120003 -0.173 2.781 0.007
H -2.684970 1.958635 -0.068677 0.627 -2.671 0.792
H -3.725417 -0.555614 -0.184386 -2.250 -0.684 -0.023
H -2.422810 -2.732261 -0.428760 0.940 2.242 0.594
H 0.280383 -2.365328 0.076881 -1.956 -0.173 0.030

=====

Record 5
23
Properties=species:S:1:pos:R:3:forces:R:3 method="wB97M-V/def2-TZVPD" charge=+3 multiplicity=5 s_squared=6.02 orbital_gap_ev="6.17 / 6.38"
O 0.117982 -2.005116 -0.996833 1.079 3.422 3.982
C 0.377359 -1.264757 -0.147194 -1.667 -4.639 -5.100
Pm 1.152484 0.256623 1.596314 0.356 -0.469 4.052
O -3.046731 0.036602 -2.550879 0.537 0.256 3.288
C -2.827401 0.117390 -1.428868 -0.621 -0.414 -3.301
C 2.108767 0.641970 -0.748413 1.047 1.259 -6.852
O 2.176704 0.814065 -1.895406 -0.140 -0.896 5.803
C -0.268326 1.476999 0.104531 -4.083 4.324 -5.923
O -0.758857 2.041248 -0.785827 2.580 -2.834 4.801
N -0.961448 -0.956322 2.543992 0.782 -0.278 -0.475
C -0.521501 -0.324513 3.761149 -0.232 0.192 -0.943
C 0.831651 -0.524067 4.102960 0.131 0.698 -0.525
C 1.494007 0.497088 4.817104 0.037 -0.144 0.365
C 0.767160 1.606801 5.270466 0.471 0.029 -0.140
C -0.605017 1.713987 5.017095 -0.270 -0.225 0.212
C -1.267998 0.742891 4.267885 0.187 0.005 -0.443
H -0.746541 -1.949030 2.451513 -0.331 -0.159 0.389
H -1.923366 -0.794406 2.237183 0.067 0.010 0.313
H 1.346379 -1.437882 3.779510 0.012 -0.025 0.276
H 2.559144 0.392418 5.039156 -0.342 0.027 0.170
H 1.271425 2.396887 5.830246 -0.103 -0.260 -0.140
H -1.175245 2.554229 5.401858 0.131 -0.030 0.021
H -2.331332 0.813296 4.011960 0.373 0.151 0.170

=====

Record 6
23
Properties=species:S:1:pos:R:3:forces:R:3 method="wB97M-V/def2-TZVPD" charge=+3 multiplicity=3 s_squared=2.00 orbital_gap_ev="8.13 / 8.22"
Tm 0.170350 -1.053003 -0.195704 0.812 -1.402 -2.118
O -0.688214 3.741292 -3.575636 0.722 -1.044 3.133
C -0.442166 3.342560 -2.530862 -0.692 1.288 -2.920
C 1.904627 -1.048746 -2.064599 4.055 0.275 -3.682
O 2.683674 -0.922692 -2.903461 -3.375 -0.563 3.569
C -1.416614 -1.405387 -2.112924 -5.116 -4.998 -3.802
O -2.055827 -1.740217 -3.033228 3.146 1.967 4.352
C -0.367658 0.194981 -2.395732 1.057 5.813 -6.559
O -0.415311 0.750148 -3.436469 0.141 -3.512 5.841
N 0.822310 1.268527 0.014167 0.376 -0.514 0.148
C 0.317734 0.723013 1.219904 0.001 -0.146 0.068
C 1.231096 -0.080084 1.955912 -0.504 0.454 0.600
C 0.756033 -1.139153 2.750678 0.635 0.762 0.331
C -0.574377 -1.533438 2.681797 -0.647 -0.536 -0.342
C -1.458799 -0.835092 1.840019 -0.665 0.780 0.978
C -1.062348 0.352441 1.190761 0.091 0.377 0.782
H 1.833270 1.425929 -0.057266 -0.371 0.496 0.327
H 0.265811 1.958990 -0.486945 0.042 0.472 0.024
H 2.289090 0.185874 1.964703 -0.073 -0.097 -0.039
H 1.423686 -1.603308 3.474172 0.072 -0.192 -0.307
H -0.934115 -2.370728 3.296471 0.126 0.277 -0.401
H -2.505524 -1.139131 1.807581 0.133 0.057 -0.061
H -1.776730 0.927231 0.596670 0.034 -0.013 0.077

=====

Record 7
19
Properties=species:S:1:pos:R:3:forces:R:3 method="wB97M-V/def2-TZVPD" charge=+1 orbital_gap_ev="8.12 / 8.12" e_above_lowest_kcal_mol=72.5
C 0.697690 -0.929137 -2.781772 -0.326 0.807 2.443
C -0.403860 -0.108800 -2.917372 -0.088 0.572 3.803
C 1.282209 -1.147493 -1.552926 0.670 -0.703 0.006
C -0.958277 0.494087 -1.804129 1.416 -0.813 1.966
C 1.256628 -0.855253 0.922901 -0.403 0.547 1.362
C 0.720446 -0.172120 2.016168 0.077 -0.955 -3.018
C 0.689385 -0.618959 -0.342822 0.768 -0.413 -2.140
C -0.432727 0.566244 1.774067 -0.621 1.539 3.699
C -0.438311 0.256031 -0.510819 2.928 -2.724 -1.918
C -1.835143 1.732117 3.686148 1.405 -1.128 -1.571
O -1.297697 1.954687 4.643465 -0.075 0.210 0.362
O -0.928913 0.785064 0.588022 -1.210 0.592 0.388
H 1.072235 -1.243910 -3.671627 1.541 -1.331 -2.126
H -0.757218 0.135348 -3.827826 -1.242 0.606 -2.999
H 2.264434 -1.720903 -1.557253 -1.515 0.712 0.467
H -1.698920 1.202354 -1.691551 -1.923 1.393 -1.060
H 2.066092 -1.549049 1.218871 -0.311 0.325 -1.196
H 1.262745 -0.382089 2.896724 -0.428 0.487 1.484
H -2.560799 1.601779 2.911730 -0.662 0.280 0.049

=====

Record 8
31
Properties=species:S:1:pos:R:3:forces:R:3 method="wB97M-V/def2-TZVPD" charge=-1 multiplicity=2 s_squared=0.76 orbital_gap_ev="7.74 / 6.36" e_above_lowest_kcal_mol=0.0
Tl 0.680085 -1.780154 1.140604 -0.008 -0.028 -0.031
N 1.210478 0.714941 -0.469932 0.024 -0.051 0.067
C 0.190167 1.561308 -0.133988 -0.063 -0.062 -0.006
C 0.369977 2.830947 0.368967 -0.002 -0.001 -0.007
C -0.736503 3.631165 0.714876 -0.009 -0.003 0.001
C -2.021041 3.189553 0.560565 0.026 -0.003 -0.004
C -2.245444 1.879896 0.070002 0.008 0.010 0.005
C -3.532593 1.319469 -0.105150 -0.012 0.003 0.001
C -3.660560 0.035677 -0.545337 0.021 -0.013 0.000
C -2.494203 -0.720354 -0.796874 -0.024 0.005 0.051
N -1.288496 -0.234108 -0.660841 0.032 0.117 -0.009
C -1.149596 1.057014 -0.253009 0.064 -0.040 -0.043
H 2.177635 0.996067 -0.408662 -0.031 0.085 -0.039
H 1.018602 0.007867 -1.160649 -0.005 -0.010 0.008
H 1.374878 3.218406 0.482196 -0.001 0.002 0.001
H -0.553460 4.626771 1.100486 -0.003 0.000 -0.001
H -2.866943 3.816275 0.814166 0.003 0.000 0.001
H -4.405089 1.921223 0.123528 0.003 0.000 0.001
H -4.631035 -0.422914 -0.678133 0.002 0.002 0.003
H -2.566876 -1.761407 -1.090285 0.020 -0.014 -0.010
S -1.371500 -5.942584 0.579588 -0.005 -0.054 -0.001
C -1.379924 -4.252781 0.584518 0.004 0.155 0.005
S -2.101193 -3.242648 1.699430 0.036 -0.065 -0.076
S -0.424761 -3.792379 -0.759186 -0.064 -0.060 0.065
F 2.814675 -1.662108 -0.884018 -0.002 0.005 0.029
As 4.372289 -1.249115 -0.170072 0.008 0.022 -0.030
F 5.150380 -1.593240 -1.669780 -0.009 0.003 -0.015
F 4.116775 0.410013 -0.678470 0.003 -0.015 0.004
F 5.873103 -0.805257 0.556472 0.001 0.018 0.008
F 3.527035 -0.872650 1.317025 -0.009 0.003 0.019
F 4.553150 -2.884908 0.351968 -0.006 -0.010 0.003